Here is a 7-piece molecular cluster, C35H79Br3NO6 overall in a non-equilibrium geometry from OMol25. Energies are from wB97M-V/def2-TZVPD.

Summary:
HOMO level = -11.2 eV
HOMO-LUMO gap = 7.6 eV
LUMO level = -3.620 eV
E_tot = -9608.84809 Eh

```
! RIJCOSX wB97M-V def2-TZVPD def2/J DEFGRID3
* xyz 1 1
H -2.430 -4.037 -1.316
H -1.342 3.016 -6.647
C -0.316 -0.242 4.315
C -1.322 4.093 -6.470
H 4.601 4.735 -6.277
H -0.774 3.042 3.938
H 1.709 -2.820 1.371
H -3.069 4.114 -5.217
H 0.269 -0.939 -5.565
H -0.791 -0.489 6.455
C -3.631 0.793 5.185
C -0.531 -7.483 -1.308
H -1.691 -1.885 -3.885
C -1.606 -4.715 -1.090
H -0.508 -7.333 1.392
H -3.814 -5.681 3.095
C 1.209 -1.059 -5.026
C -3.787 1.311 3.756
H 2.206 1.142 -0.921
H 5.734 5.121 -4.989
H 0.154 -5.997 3.393
H -1.374 -8.478 2.423
C 2.265 -2.116 1.992
H -2.033 -1.456 -2.208
H -1.657 1.157 1.858
H 1.418 -1.510 4.603
H 2.800 6.013 -5.170
C 1.313 1.534 0.980
H -0.440 5.858 -2.632
H 4.177 7.050 -5.507
H -1.142 0.932 0.170
H 2.233 1.414 1.553
C -1.103 1.558 5.711
C -0.143 4.025 -3.737
C -1.551 1.642 0.890
H -1.825 4.589 -7.300
C 0.176 5.481 -3.450
C 0.664 -1.324 3.835
O 3.794 6.539 -3.528
H -1.143 3.555 1.797
H 0.793 0.563 0.985
H 2.714 -2.687 2.815
H 2.153 2.865 -0.503
O -1.831 -5.831 3.244
H -3.380 -0.275 5.175
Br -5.324 0.783 6.153
H 0.504 3.644 -4.536
H 1.866 -0.177 5.956
C -1.955 -1.060 -3.223
H 0.421 -4.560 -0.297
O -1.348 -5.382 -2.308
C -0.681 2.863 1.090
O -1.505 3.765 -4.032
H -3.445 0.555 3.042
H -0.268 -6.726 -3.304
H -0.717 -3.370 0.336
H 1.150 0.535 7.396
H 6.666 8.248 -2.985
H -1.233 0.873 -2.613
H -0.713 -7.107 4.443
H 0.065 3.419 -2.852
C -0.729 2.025 4.332
C -3.406 -7.188 4.574
O 0.364 -0.316 -2.827
H 1.455 1.537 5.971
H -3.182 -7.178 2.427
H -0.282 4.421 -6.472
H 1.227 5.580 -3.171
H 5.123 8.918 -3.537
H -3.174 2.214 3.616
N -0.207 1.088 3.636
H 0.434 -2.299 -3.440
Br -0.330 -2.989 3.723
C -0.423 -3.920 -0.561
H -1.334 -0.579 4.074
H -0.085 -3.204 -1.311
H 1.752 -1.881 -5.492
H 0.601 -0.738 1.759
H 4.787 7.075 -1.886
H -1.475 -7.986 -1.519
C 4.678 4.970 -5.215
H -2.725 -8.016 4.769
H 0.662 -5.861 -2.089
H -0.543 3.413 0.155
O 0.551 2.499 1.707
Br -3.125 3.365 6.360
H -4.416 -7.598 4.534
C -2.615 1.512 6.081
C -0.296 0.230 5.796
H -2.671 1.032 7.063
H -4.820 1.561 3.499
C -2.028 4.434 -5.170
C 1.359 -0.998 2.517
H 0.007 6.117 -4.319
C 5.758 8.031 -3.549
C -0.304 -6.343 -2.285
H 4.325 4.111 -4.643
H 1.975 -0.099 2.689
C -0.552 -7.763 2.393
C 5.039 6.850 -2.923
H -0.878 0.486 -4.282
H 3.078 -1.701 1.388
H 1.792 -0.145 -5.148
C -0.702 -6.672 3.438
H 6.053 7.835 -4.581
H 5.694 5.971 -2.912
H 0.276 -8.210 -1.402
H -3.350 -6.492 5.412
H 0.370 -8.317 2.574
C -3.094 -6.481 3.268
C 1.609 1.921 -0.450
H 1.955 -1.501 -3.061
H -2.551 1.910 0.546
H 0.198 1.246 2.716
H 0.695 2.009 -1.039
C 3.842 6.199 -4.903
H -1.970 -5.415 -0.328
H -0.688 2.312 6.393
C 1.123 0.545 6.301
H -2.033 5.518 -5.013
C -0.931 0.059 -3.275
H -2.933 -0.692 -3.532
C 0.992 -1.362 -3.554
H -0.548 -7.143 -0.272
*
```